1.
{"formula": "C39H37MoN2Sb2", "method": "ωB97M-V/def2-TZVPD", "total_charge": 3, "spin_multiplicity": 1, "e_tot_ev": -58925.0592, "symbols": ["Mo", "C", "C", "C", "Sb", "C", "C", "C", "C", "C", "C", "C", "C", "C", "C", "C", "C", "Sb", "C", "C", "C", "C", "C", "C", "C", "C", "C", "C", "C", "C", "H", "H", "H", "H", "H", "H", "H", "H", "H", "H", "H", "H", "H", "H", "H", "H", "H", "H", "H", "H", "H", "H", "H", "H", "H", "H", "C", "N", "C", "C", "C", "C", "C", "N", "C", "C", "C", "C", "C", "C", "H", "H", "H", "H", "H", "H", "H", "H", "H", "H", "H"], "positions_angstrom": [[-0.795, -0.806, -0.578], [-0.098, -4.379, 1.631], [-1.572, -4.163, 1.952], [-1.822, -3.012, 2.923], [-1.474, -1.110, 2.033], [-3.248, -0.537, 1.042], [-4.050, 0.528, 1.437], [-4.995, 1.036, 0.556], [-5.100, 0.536, -0.745], [-4.298, -0.514, -1.153], [-3.363, -1.050, -0.262], [-0.982, 0.306, 3.470], [-0.274, 1.446, 3.092], [0.026, 2.399, 4.053], [-0.373, 2.206, 5.371], [-1.071, 1.064, 5.740], [-1.377, 0.099, 4.790], [0.814, -2.871, 0.416], [0.517, -3.498, -1.564], [1.407, -3.943, -2.528], [0.968, -4.078, -3.841], [-0.332, -3.734, -4.205], [-1.224, -3.268, -3.253], [-0.794, -3.154, -1.933], [2.783, -2.671, 1.065], [3.644, -3.760, 0.951], [4.938, -3.643, 1.438], [5.354, -2.461, 2.035], [4.485, -1.382, 2.150], [3.190, -1.481, 1.664], [0.509, -4.437, 2.536], [0.051, -5.305, 1.074], [-1.957, -5.080, 2.403], [-2.160, -4.033, 1.036], [-1.189, -3.085, 3.808], [-2.863, -2.979, 3.246], [-3.964, 0.943, 2.435], [-5.662, 1.823, 0.881], [-5.835, 0.950, -1.421], [-4.418, -0.941, -2.141], [-2.899, -2.015, -0.491], [0.049, 1.589, 2.065], [0.575, 3.290, 3.780], [-0.133, 2.951, 6.117], [-1.375, 0.923, 6.768], [-1.921, -0.789, 5.088], [2.427, -4.200, -2.271], [1.647, -4.461, -4.592], [-0.650, -3.850, -5.232], [-2.245, -3.036, -3.526], [-1.514, -2.968, -1.122], [3.328, -4.692, 0.495], [5.620, -4.479, 1.354], [6.363, -2.379, 2.416], [4.817, -0.467, 2.621], [2.515, -0.636, 1.753], [2.268, -0.664, -1.827], [0.864, -0.296, -1.504], [0.244, 0.509, -2.407], [-0.847, 1.228, -1.959], [-1.635, 2.279, -2.562], [-2.272, 2.916, -1.543], [-1.947, 2.214, -0.337], [-1.096, 1.231, -0.567], [3.073, 0.549, -2.205], [3.399, 1.495, -1.235], [4.126, 2.622, -1.582], [4.533, 2.807, -2.898], [4.215, 1.866, -3.866], [3.482, 0.738, -3.520], [2.247, -1.389, -2.643], [2.688, -1.147, -0.947], [0.593, 0.578, -3.434], [-1.631, 2.547, -3.607], [-2.906, 3.786, -1.606], [-2.324, 2.411, 0.655], [3.097, 1.339, -0.204], [4.390, 3.351, -0.827], [5.108, 3.683, -3.166], [4.544, 2.004, -4.886], [3.254, -0.008, -4.274]], "forces_ev_per_a": [[0.539, -0.315, -0.334], [0.018, -0.044, -0.021], [-0.020, -0.003, -0.010], [0.023, -0.074, -0.054], [-0.140, 0.062, 0.114], [0.079, -0.041, -0.052], [-0.006, 0.029, 0.054], [0.012, -0.026, -0.040], [-0.003, 0.019, 0.047], [0.026, -0.062, -0.095], [-0.115, 0.035, 0.223], [0.054, 0.020, -0.027], [-0.036, -0.017, 0.025], [0.004, 0.012, 0.013], [0.014, 0.012, -0.018], [-0.003, -0.006, 0.018], [-0.013, 0.031, -0.013], [-0.108, 0.056, -0.015], [-0.076, -0.004, 0.007], [0.060, -0.004, -0.009], [0.032, 0.005, 0.039], [-0.028, 0.008, -0.002], [-0.078, -0.006, -0.024], [0.067, 0.171, 0.064], [0.011, 0.024, 0.017], [0.001, 0.002, -0.009], [0.006, -0.010, -0.005], [-0.004, 0.017, 0.004], [0.004, -0.010, 0.002], [0.008, -0.004, -0.013], [-0.018, 0.009, 0.013], [0.001, 0.013, -0.006], [0.009, 0.015, 0.038], [0.013, -0.004, 0.005], [0.006, 0.015, 0.003], [0.007, -0.003, 0.014], [0.006, 0.004, -0.005], [-0.003, 0.003, 0.002], [-0.003, -0.001, -0.003], [0.002, 0.018, -0.002], [0.001, 0.049, -0.051], [0.003, -0.004, 0.001], [0.006, -0.002, -0.005], [-0.006, 0.001, 0.005], [-0.002, -0.011, -0.001], [0.004, -0.001, 0.006], [-0.001, -0.001, 0.000], [0.003, -0.003, -0.002], [-0.004, -0.002, -0.001], [0.007, 0.014, -0.003], [-0.093, -0.130, -0.060], [-0.006, -0.005, 0.007], [-0.001, -0.003, 0.000], [0.003, 0.001, -0.002], [0.000, 0.001, 0.002], [-0.005, -0.001, -0.002], [-0.024, -0.020, 0.067], [-0.125, 0.060, 0.068], [-0.060, 0.005, 0.124], [0.082, 0.007, 0.042], [-0.032, 0.034, 0.022], [-0.007, -0.027, -0.059], [0.036, 0.049, -0.015], [-0.085, 0.065, -0.046], [-0.011, 0.012, 0.008], [-0.011, -0.022, -0.022], [-0.001, 0.010, -0.006], [0.001, -0.002, 0.003], [-0.004, 0.000, -0.003], [0.012, -0.002, 0.010], [0.013, 0.008, -0.009], [-0.011, -0.008, -0.014], [-0.021, -0.028, -0.011], [0.006, 0.004, -0.005], [-0.007, -0.001, 0.003], [-0.011, -0.007, 0.000], [0.002, 0.005, 0.007], [0.001, 0.003, -0.001], [0.004, 0.003, 0.000], [-0.001, 0.002, -0.001], [-0.003, 0.001, -0.001]]}

---

2.
{"formula": "C64H91F5N6O3Y", "method": "ωB97M-V/def2-TZVPD", "total_charge": -1, "spin_multiplicity": 1, "e_tot_ev": -97567.3254, "symbols": ["Y", "C", "C", "C", "C", "C", "C", "C", "C", "N", "C", "C", "N", "C", "C", "N", "C", "C", "C", "C", "C", "C", "C", "C", "C", "O", "C", "C", "C", "C", "C", "C", "C", "C", "C", "C", "C", "C", "C", "C", "C", "O", "C", "C", "C", "C", "C", "C", "C", "C", "C", "O", "C", "C", "C", "C", "C", "C", "H", "H", "H", "H", "H", "H", "H", "H", "H", "H", "H", "H", "H", "H", "H", "H", "H", "H", "H", "H", "H", "H", "H", "H", "H", "H", "H", "H", "H", "H", "H", "H", "H", "H", "H", "H", "H", "H", "H", "H", "H", "H", "H", "H", "H", "H", "H", "H", "H", "H", "H", "H", "H", "H", "H", "H", "H", "H", "H", "H", "H", "H", "H", "H", "H", "H", "H", "H", "H", "H", "H", "H", "H", "H", "H", "H", "H", "H", "F", "C", "C", "C", "F", "C", "F", "C", "F", "C", "F", "C", "C", "N", "C", "N", "C", "C", "C", "N", "C", "H", "H", "H", "H", "H", "H", "H", "H", "H", "H", "H", "H", "H"], "positions_angstrom": [[-0.369, 0.876, -0.381], [-6.819, 3.511, -4.368], [-5.672, 2.614, -4.854], [-6.156, 1.154, -4.900], [-5.298, 3.029, -6.280], [-4.485, 2.730, -3.897], [-4.567, 2.216, -2.612], [-3.492, 2.222, -1.738], [-3.709, 1.488, -0.428], [-2.910, 1.944, 0.725], [-2.901, 3.403, 0.870], [-1.497, 4.001, 1.085], [-0.487, 3.028, 1.493], [-0.701, 2.605, 2.881], [-0.414, 1.129, 3.082], [-1.063, 0.229, 2.120], [-2.501, 0.060, 2.336], [-3.349, 1.267, 1.950], [-0.365, -1.074, 2.267], [-0.996, -2.285, 1.648], [-0.965, -3.468, 2.368], [-1.389, -4.673, 1.824], [-1.902, -4.620, 0.530], [-1.967, -3.452, -0.235], [-1.470, -2.248, 0.321], [-1.425, -1.111, -0.359], [-2.524, -3.489, -1.663], [-3.696, -2.501, -1.789], [-1.406, -3.136, -2.661], [-3.054, -4.872, -2.052], [-1.247, -5.967, 2.629], [0.229, -6.165, 3.017], [-2.095, -5.886, 3.907], [-1.692, -7.194, 1.833], [0.823, 3.684, 1.311], [2.019, 2.993, 1.892], [2.630, 3.535, 3.018], [3.840, 3.052, 3.488], [4.476, 2.117, 2.667], [3.932, 1.586, 1.499], [2.566, 1.887, 1.207], [1.848, 1.239, 0.316], [4.823, 0.782, 0.535], [6.320, 0.987, 0.811], [4.566, 1.261, -0.902], [4.512, -0.709, 0.631], [4.511, 3.544, 4.770], [3.679, 4.622, 5.466], [5.895, 4.135, 4.459], [4.679, 2.366, 5.740], [-2.252, 2.760, -2.137], [-1.178, 2.639, -1.358], [-2.187, 3.424, -3.384], [-3.289, 3.356, -4.236], [-0.943, 4.240, -3.779], [-0.690, 5.316, -2.708], [-1.131, 4.961, -5.117], [0.311, 3.367, -3.917], [-7.700, 3.397, -5.011], [-6.516, 4.562, -4.379], [-7.105, 3.253, -3.345], [-6.916, 1.031, -5.680], [-6.601, 0.845, -3.951], [-5.321, 0.481, -5.116], [-6.159, 2.885, -6.940], [-4.468, 2.424, -6.659], [-5.011, 4.084, -6.336], [-5.494, 1.761, -2.269], [-3.502, 0.421, -0.563], [-4.779, 1.569, -0.192], [-3.568, 3.698, 1.684], [-3.306, 3.852, -0.034], [-1.551, 4.812, 1.829], [-1.159, 4.441, 0.152], [-1.720, 2.848, 3.174], [-0.050, 3.163, 3.562], [-0.685, 0.840, 4.109], [0.662, 0.986, 2.975], [-2.700, -0.193, 3.389], [-2.816, -0.794, 1.742], [-3.361, 1.984, 2.765], [-4.384, 0.924, 1.846], [-0.220, -1.287, 3.336], [0.626, -0.959, 1.816], [-0.559, -3.435, 3.377], [-2.263, -5.537, 0.085], [-3.395, -1.502, -1.484], [-4.532, -2.830, -1.161], [-4.043, -2.449, -2.828], [-0.945, -2.182, -2.415], [-1.806, -3.079, -3.682], [-0.629, -3.910, -2.638], [-3.873, -5.196, -1.400], [-2.268, -5.633, -2.032], [-3.440, -4.820, -3.074], [0.601, -5.324, 3.610], [0.856, -6.231, 2.121], [0.354, -7.083, 3.604], [-1.819, -5.014, 4.507], [-1.955, -6.782, 4.522], [-3.156, -5.799, 3.656], [-1.120, -7.296, 0.907], [-2.754, -7.145, 1.578], [-1.531, -8.096, 2.432], [0.780, 4.693, 1.745], [0.963, 3.801, 0.232], [2.137, 4.366, 3.512], [5.478, 1.809, 2.940], [6.578, 2.047, 0.874], [6.886, 0.547, -0.014], [6.652, 0.494, 1.730], [4.864, 2.310, -1.010], [3.515, 1.173, -1.167], [5.154, 0.664, -1.607], [4.715, -1.078, 1.644], [5.130, -1.281, -0.075], [3.462, -0.886, 0.409], [3.552, 5.501, 4.828], [4.183, 4.941, 6.382], [2.688, 4.249, 5.738], [5.809, 4.939, 3.723], [6.574, 3.381, 4.053], [6.350, 4.543, 5.368], [3.704, 1.944, 6.001], [5.176, 2.688, 6.662], [5.278, 1.569, 5.289], [-3.209, 3.814, -5.212], [-1.571, 5.955, -2.587], [0.157, 5.947, -2.997], [-0.459, 4.850, -1.750], [-1.998, 5.629, -5.105], [-1.244, 4.256, -5.946], [-0.242, 5.567, -5.316], [0.544, 2.855, -2.988], [1.167, 3.993, -4.195], [0.172, 2.613, -4.698], [2.536, 0.234, -2.842], [1.311, 0.125, -3.428], [0.166, 0.223, -2.674], [-0.982, 0.069, -3.424], [-2.185, 0.047, -2.789], [-1.036, -0.118, -4.789], [-2.203, -0.258, -5.440], [0.152, -0.190, -5.486], [0.152, -0.381, -6.811], [1.342, -0.075, -4.796], [2.502, -0.152, -5.470], [3.901, -4.849, 3.483], [3.749, -3.363, 3.730], [2.682, -2.855, 2.884], [2.573, -3.227, 1.541], [1.986, -2.423, 0.747], [1.818, -2.768, -0.658], [1.855, -4.272, -0.875], [3.094, -4.819, -0.197], [3.062, -4.490, 1.220], [4.136, -5.071, 2.005], [2.986, -5.364, 3.787], [4.735, -5.250, 4.058], [4.708, -2.864, 3.533], [3.488, -3.168, 4.769], [2.480, -1.872, 2.981], [2.594, -2.265, -1.248], [0.863, -2.365, -0.992], [1.857, -4.525, -1.938], [0.965, -4.718, -0.414], [3.993, -4.397, -0.671], [3.155, -5.905, -0.287], [5.110, -4.643, 1.720], [4.176, -6.137, 1.776]], "forces_ev_per_a": [[0.064, 0.403, 1.629], [-0.049, 0.017, 0.015], [0.032, -0.027, 0.005], [0.030, -0.007, -0.021], [0.026, 0.007, -0.018], [0.063, 0.060, -0.054], [-0.093, 0.033, 0.061], [-0.091, -0.168, 0.067], [0.142, 0.092, 0.016], [-0.104, -0.048, -0.208], [0.123, -0.103, 0.012], [-0.094, -0.091, -0.003], [0.145, 0.013, -0.075], [-0.028, -0.023, -0.112], [-0.048, 0.047, -0.122], [0.161, -0.205, 0.045], [0.074, 0.067, -0.087], [0.147, 0.006, -0.076], [-0.015, 0.034, -0.095], [-0.012, 0.006, 0.052], [0.007, 0.052, 0.047], [-0.009, 0.004, -0.075], [-0.003, -0.018, -0.037], [-0.058, -0.145, -0.019], [0.071, 0.099, -0.154], [0.316, 0.107, 0.249], [0.034, 0.046, 0.017], [-0.037, 0.021, -0.001], [-0.012, -0.044, 0.042], [-0.052, -0.031, -0.024], [0.036, 0.037, 0.007], [-0.002, 0.029, -0.047], [-0.014, 0.018, 0.035], [-0.033, -0.026, -0.013], [-0.004, -0.067, 0.048], [-0.061, 0.057, 0.009], [-0.002, -0.009, 0.031], [0.041, -0.058, -0.121], [-0.013, -0.035, -0.077], [0.234, -0.049, 0.129], [-0.002, -0.067, -0.116], [-0.749, 0.046, -0.206], [-0.052, 0.033, -0.006], [-0.054, 0.004, 0.054], [-0.036, 0.132, 0.031], [-0.019, 0.056, -0.032], [0.004, -0.018, -0.035], [-0.027, 0.026, 0.001], [0.019, 0.017, -0.027], [0.007, -0.060, 0.018], [0.193, 0.099, 0.029], [-0.305, -0.172, -0.311], [0.061, 0.141, -0.106], [0.006, 0.023, -0.032], [-0.018, -0.027, 0.047], [0.000, -0.040, 0.023], [-0.033, 0.057, -0.036], [0.004, -0.016, -0.049], [0.062, 0.012, 0.044], [-0.019, -0.066, 0.009], [0.004, 0.021, -0.065], [0.038, 0.012, 0.071], [0.060, 0.023, -0.057], [-0.076, 0.050, -0.002], [0.055, 0.004, 0.031], [-0.073, 0.059, 0.013], [-0.017, -0.090, 0.014], [0.062, 0.018, -0.023], [0.043, -0.001, 0.009], [-0.088, -0.007, 0.031], [-0.049, 0.015, 0.082], [-0.052, 0.015, -0.030], [-0.020, 0.039, 0.024], [0.013, -0.005, 0.000], [-0.020, 0.013, -0.008], [0.039, 0.067, 0.056], [0.004, -0.006, 0.072], [0.033, -0.029, -0.015], [-0.042, -0.035, 0.067], [0.013, -0.031, -0.046], [-0.007, 0.065, 0.039], [-0.099, -0.039, -0.003], [0.020, 0.012, 0.066], [0.093, 0.051, 0.069], [-0.013, -0.006, -0.075], [0.034, 0.069, 0.030], [-0.009, -0.089, -0.020], [0.068, 0.019, -0.051], [0.029, -0.023, 0.086], [-0.029, -0.075, -0.015], [0.035, -0.001, 0.109], [-0.080, 0.058, -0.020], [0.078, 0.025, -0.046], [-0.046, 0.032, -0.010], [0.009, -0.019, 0.046], [-0.036, -0.052, -0.043], [-0.037, 0.017, 0.075], [-0.015, 0.051, -0.035], [-0.016, -0.071, -0.034], [-0.015, 0.054, -0.048], [0.064, 0.006, 0.021], [-0.023, -0.006, 0.046], [0.062, 0.000, 0.002], [-0.017, 0.029, -0.026], [-0.011, 0.071, 0.031], [-0.015, -0.001, -0.022], [0.006, -0.035, -0.036], [0.029, 0.005, -0.035], [0.001, -0.038, -0.020], [-0.008, 0.005, 0.036], [-0.036, 0.034, 0.008], [0.011, -0.050, 0.005], [0.187, 0.004, 0.071], [-0.037, 0.036, 0.047], [-0.014, -0.001, -0.049], [-0.061, 0.050, 0.060], [0.108, 0.018, 0.032], [0.008, -0.041, 0.049], [-0.017, -0.008, -0.020], [0.064, 0.023, -0.024], [0.013, -0.035, 0.054], [-0.063, 0.051, 0.017], [-0.018, -0.034, -0.052], [0.066, 0.020, -0.011], [-0.031, -0.019, -0.059], [-0.048, 0.061, 0.040], [0.006, -0.041, 0.080], [0.040, -0.023, -0.010], [-0.040, -0.033, 0.003], [-0.016, 0.029, -0.077], [0.046, -0.029, -0.005], [0.001, 0.049, 0.050], [-0.038, -0.033, -0.010], [0.006, 0.019, 0.012], [-0.043, -0.034, -0.004], [0.006, 0.036, 0.059], [-0.205, -0.055, -0.090], [0.231, 0.044, 0.188], [0.108, -0.264, -0.614], [-0.030, -0.052, 0.176], [0.049, 0.075, -0.135], [-0.101, -0.017, -0.076], [0.001, -0.007, -0.019], [0.020, 0.010, 0.008], [0.007, -0.020, -0.161], [0.064, -0.025, -0.110], [0.049, -0.011, -0.045], [-0.084, -0.026, 0.009], [-0.044, 0.062, -0.103], [-0.089, -0.111, -0.023], [0.012, -0.001, -0.112], [-0.004, -0.175, -0.043], [-0.086, -0.142, 0.274], [-0.067, 0.008, -0.004], [0.022, 0.054, 0.057], [-0.011, 0.001, 0.009], [-0.035, 0.066, -0.048], [0.037, -0.009, 0.007], [0.030, -0.007, 0.035], [0.043, 0.034, -0.029], [-0.029, 0.031, 0.056], [0.012, 0.030, -0.023], [0.009, -0.015, -0.009], [-0.049, 0.077, -0.057], [0.004, 0.020, 0.029], [0.025, 0.003, -0.069], [0.055, -0.012, -0.020], [-0.003, -0.083, 0.015], [0.033, 0.005, -0.033], [-0.010, -0.068, -0.024]]}